The following is a DFT calculation (ωB97M-V with the def2-TZVPD basis set) of a cluster of 12 separate species, C48H132N12O12 in total.

The calculation puts the LUMO energy at 0.0151 hartree. The energy relative to the best compared isomer or geometry (same formula, charge and spin) is 127.1 kcal/mol. Its SMILES is COC[C@H](C)N.COC[C@H](C)N.COC[C@H](C)N.COC[C@H](C)N.COC[C@H](C)N.COC[C@H](C)N.COC[C@H](C)N.COC[C@H](C)N.COC[C@H](C)N.COC[C@H](C)N.COC[C@H](C)N.COC[C@H](C)N. As for the max |F|: 2.83 eV/Å.

Element x y z (Å)
C: 3.06 4.36 1.02
O: 4.03 5.19 0.35
C: 3.94 6.55 0.73
C: 4.69 7.35 -0.40
C: 6.22 7.15 -0.49
N: 4.37 8.76 -0.32
H: 2.05 4.64 0.73
H: 3.15 4.34 2.11
H: 3.15 3.31 0.73
H: 2.90 6.89 0.70
H: 4.33 6.72 1.73
H: 4.33 6.99 -1.36
H: 6.72 7.15 0.48
H: 6.62 7.99 -1.06
H: 6.43 6.23 -1.03
H: 4.43 9.06 0.64
H: 3.43 8.95 -0.63
C: 9.30 4.63 -2.03
O: 8.50 3.60 -2.63
C: 7.28 3.42 -1.96
C: 6.50 2.21 -2.54
C: 5.17 1.94 -1.86
N: 7.29 1.01 -2.46
H: 8.82 5.61 -2.01
H: 10.20 4.74 -2.63
H: 9.57 4.37 -1.01
H: 7.47 3.26 -0.90
H: 6.81 4.39 -2.13
H: 6.40 2.40 -3.61
H: 4.32 2.49 -2.27
H: 5.27 2.03 -0.78
H: 4.94 0.88 -1.99
H: 6.93 0.28 -3.06
H: 8.05 1.27 -3.06
C: -7.56 -5.55 3.95
O: -6.86 -4.50 3.21
C: -6.97 -4.66 1.81
C: -5.92 -3.81 1.02
C: -5.61 -2.47 1.65
N: -6.28 -3.64 -0.38
H: -7.01 -6.49 3.89
H: -8.59 -5.69 3.63
H: -7.55 -5.21 4.98
H: -6.80 -5.70 1.53
H: -7.95 -4.37 1.44
H: -5.00 -4.37 0.87
H: -6.44 -1.77 1.71
H: -4.85 -1.91 1.10
H: -5.17 -2.59 2.64
H: -7.20 -3.25 -0.50
H: -6.46 -4.56 -0.77
C: 5.34 2.46 -7.81
O: 4.96 1.21 -7.15
C: 6.01 0.72 -6.32
C: 5.39 -0.37 -5.43
C: 4.15 0.17 -4.63
N: 6.37 -1.05 -4.63
H: 5.50 3.27 -7.09
H: 4.64 2.70 -8.61
H: 6.29 2.37 -8.33
H: 6.81 0.26 -6.89
H: 6.57 1.47 -5.76
H: 4.93 -1.11 -6.08
H: 3.30 0.34 -5.30
H: 4.31 1.12 -4.13
H: 3.66 -0.45 -3.89
H: 7.22 -1.15 -5.16
H: 6.03 -1.98 -4.42
C: 0.86 -3.21 3.02
O: 1.12 -4.22 4.04
C: 0.97 -3.77 5.34
C: 1.35 -4.84 6.39
C: 0.55 -6.14 6.52
N: 1.39 -4.25 7.71
H: 1.30 -2.25 3.29
H: -0.21 -2.97 3.07
H: 1.20 -3.49 2.03
H: 1.67 -2.94 5.47
H: -0.07 -3.50 5.52
H: 2.35 -5.19 6.12
H: -0.43 -5.81 6.86
H: 0.97 -6.87 7.22
H: 0.25 -6.66 5.62
H: 0.71 -3.51 7.67
H: 2.27 -3.78 7.86
C: -4.65 1.51 2.21
O: -5.80 1.89 2.87
C: -6.88 0.98 2.89
C: -7.94 1.32 4.04
C: -9.20 0.39 3.99
N: -8.28 2.70 3.99
H: -4.69 1.54 1.12
H: -4.36 0.50 2.51
H: -3.91 2.28 2.43
H: -7.35 1.13 1.92
H: -6.50 -0.03 3.06
H: -7.53 1.10 5.03
H: -9.92 0.54 3.19
H: -9.71 0.36 4.95
H: -8.85 -0.64 3.85
H: -8.53 2.87 3.02
H: -7.49 3.32 4.11
C: -3.16 -6.09 -2.39
O: -3.40 -5.50 -3.67
C: -4.21 -4.35 -3.75
C: -3.43 -3.04 -3.83
C: -2.58 -2.79 -2.49
N: -4.40 -2.03 -3.93
H: -2.58 -6.98 -2.63
H: -4.04 -6.41 -1.83
H: -2.56 -5.41 -1.78
H: -4.79 -4.44 -4.67
H: -4.92 -4.29 -2.93
H: -2.80 -3.14 -4.72
H: -1.60 -3.24 -2.61
H: -3.10 -3.16 -1.61
H: -2.38 -1.73 -2.35
H: -3.93 -1.14 -3.81
H: -4.87 -2.08 -4.82
C: -0.25 -0.65 -3.99
O: 0.13 0.61 -3.54
C: 0.05 1.68 -4.45
C: 0.76 3.01 -4.01
C: 0.25 3.64 -2.64
N: 0.64 4.04 -5.05
H: -1.34 -0.61 -4.13
H: 0.10 -1.47 -3.37
H: 0.12 -0.92 -4.98
H: 0.58 1.33 -5.34
H: -0.95 1.95 -4.77
H: 1.83 2.85 -3.96
H: -0.56 4.36 -2.74
H: 1.02 4.20 -2.11
H: -0.12 2.82 -2.02
H: 1.28 4.80 -4.90
H: 0.92 3.58 -5.90
C: -1.86 -0.71 0.64
O: -0.46 -0.81 0.76
C: 0.20 -1.03 -0.50
C: 1.68 -1.07 -0.40
C: 2.17 0.15 0.27
N: 2.24 -1.09 -1.72
H: -2.37 -1.57 0.22
H: -2.10 0.28 0.26
H: -2.24 -0.72 1.67
H: -0.17 -1.95 -0.93
H: -0.22 -0.25 -1.14
H: 2.00 -1.90 0.24
H: 1.78 1.04 -0.22
H: 3.23 0.39 0.23
H: 1.89 0.16 1.33
H: 2.11 -0.27 -2.30
H: 3.22 -1.13 -1.49
C: -4.67 -4.08 5.80
O: -4.08 -3.13 6.70
C: -4.69 -1.81 6.70
C: -4.58 -1.04 5.35
C: -3.14 -1.13 4.79
N: -5.03 0.33 5.48
H: -4.54 -3.98 4.72
H: -5.69 -4.21 6.15
H: -4.22 -5.07 5.94
H: -5.73 -1.98 6.96
H: -4.26 -1.17 7.48
H: -5.22 -1.53 4.61
H: -3.22 -0.75 3.77
H: -2.62 -2.08 4.72
H: -2.55 -0.39 5.32
H: -4.36 0.84 6.04
H: -4.90 0.78 4.59
C: -0.42 2.63 1.55
O: -1.46 3.51 1.89
C: -1.74 4.57 1.04
C: -2.53 5.61 1.79
C: -3.74 5.14 2.55
N: -3.10 6.62 0.86
H: 0.52 3.02 1.96
H: -0.35 2.39 0.49
H: -0.63 1.71 2.09
H: -0.80 4.98 0.65
H: -2.19 4.17 0.13
H: -1.88 6.09 2.52
H: -4.42 4.71 1.81
H: -4.28 5.82 3.21
H: -3.46 4.29 3.17
H: -2.39 7.02 0.26
H: -3.50 7.38 1.37
C: 4.20 -3.65 -5.21
O: 5.15 -3.43 -4.22
C: 4.55 -3.68 -2.94
C: 5.37 -3.06 -1.74
C: 5.19 -3.87 -0.45
N: 5.13 -1.66 -1.51
H: 3.86 -4.68 -5.31
H: 4.49 -3.20 -6.16
H: 3.32 -3.04 -4.99
H: 3.54 -3.31 -2.80
H: 4.61 -4.76 -2.78
H: 6.42 -3.15 -2.02
H: 5.74 -4.79 -0.65
H: 4.11 -3.94 -0.33
H: 5.63 -3.47 0.46
H: 5.44 -1.17 -2.34
H: 5.74 -1.28 -0.81

Atomic partial charges in e from the Löwdin method, atoms 1 to 99: -0.098, -0.195, -0.193, -0.417, -0.051, 0.021, 0.067, 0.088, 0.070, 0.111, 0.124, 0.133, 0.076, 0.072, 0.040, 0.070, 0.068, -0.092, -0.200, -0.198, -0.437, -0.059, 0.049, 0.075, 0.087, 0.087, 0.127, 0.110, 0.116, 0.076, 0.080, 0.033, 0.015, 0.067, -0.074, -0.205, -0.199, -0.416, -0.054, 0.033, 0.087, 0.085, 0.074, 0.118, 0.119, 0.131, 0.072, 0.068, 0.057, 0.070, 0.062, -0.072, -0.178, -0.209, -0.393, -0.025, 0.049, 0.084, 0.084, 0.078, 0.121, 0.114, 0.110, 0.071, 0.052, 0.053, 0.090, 0.033, -0.064, -0.183, -0.239, -0.439, -0.068, 0.031, 0.078, 0.077, 0.081, 0.124, 0.124, 0.132, 0.068, 0.076, 0.069, 0.065, 0.070, -0.128, -0.214, -0.173, -0.416, -0.054, 0.031, 0.095, 0.059, 0.073, 0.129, 0.088, 0.113, 0.069, 0.071